*a*
An isolated molecule of C4H10O4. Source: the OMol25 dataset; level of theory: wB97M-V/def2-TZVPD.

Structure (ORCA input):
```
! wB97M-V def2-TZVPD RIJCOSX def2/J DEFGRID3
* xyz 0 1
C 0.900 0.215 -1.013
C 0.098 0.094 0.258
C -2.310 -0.345 0.348
C 0.368 1.186 1.273
O 2.297 -0.053 -0.518
O -1.268 0.281 -0.360
O 2.483 -1.421 -0.189
O 0.550 -0.714 -1.972
H 2.553 -1.854 -1.055
H -0.378 -0.562 -2.198
H 0.974 1.246 -1.378
H 0.195 -0.914 0.682
H -2.101 -1.414 0.488
H -2.465 0.124 1.326
H -3.215 -0.227 -0.248
H 0.160 2.165 0.845
H -0.258 1.045 2.151
H 1.416 1.147 1.561
*
```

Output
Kohn-Sham gap, eV: 10.78
SMILES: CO[C@H](C)[C@H](O)OO

=====

*b*
A cluster of 2 separate species, C4H10O4 in total. Source: the OMol25 dataset; level of theory: wB97M-V/def2-TZVPD.

Structure (ORCA input):
```
! wB97M-V def2-TZVPD RIJCOSX def2/J DEFGRID3
* xyz 0 1
O -2.502 -2.438 -0.222
H -2.484 -3.372 0.143
H -0.629 -1.183 0.339
C 0.433 -0.822 0.110
C 0.961 -0.825 1.680
O 2.065 -1.622 1.827
O 1.235 -1.406 -0.664
O 0.263 0.604 0.073
C -0.088 1.119 -1.191
C -0.657 2.518 -0.960
H 1.250 0.203 1.933
H 0.182 -1.267 2.334
H 2.327 -1.778 0.887
H 0.794 1.221 -1.843
H -0.788 0.436 -1.703
H -1.011 2.906 -1.916
H -1.478 2.513 -0.229
H 0.128 3.192 -0.598
*
```

Output
Kohn-Sham gap (spin up / spin down), eV: 4.80 / 4.78

=====

Which of them is least stable? Easy: *b*.

=====

*a*
A cluster of 2 separate species, C2H7NO in total. Source: the OMol25 dataset; level of theory: wB97M-V/def2-TZVPD.

Structure (ORCA input):
```
! wB97M-V def2-TZVPD RIJCOSX def2/J DEFGRID3
* xyz 0 1
N -2.047 -0.013 -0.357
H -1.779 0.050 0.619
H -2.826 -0.650 -0.447
H -2.337 0.923 -0.614
C 1.545 0.245 0.934
C 1.585 -0.345 -0.253
O 0.733 -0.025 -1.272
H 2.081 -0.133 1.790
H 0.874 1.093 1.044
H 2.340 -1.076 -0.538
H -0.169 -0.070 -0.906
*
```

Output
Kohn-Sham gap, eV: 9.81
SMILES: C=CO.N

=====

*b*
A cluster of 2 separate species, C2H7NO in total. Source: the OMol25 dataset; level of theory: wB97M-V/def2-TZVPD.

Structure (ORCA input):
```
! wB97M-V def2-TZVPD RIJCOSX def2/J DEFGRID3
* xyz 0 1
N -2.768 2.338 1.932
H -2.102 2.026 1.257
H -3.657 2.238 1.438
H -2.687 3.284 2.243
C 1.921 -2.159 -1.345
C 1.730 -0.865 -1.134
O 0.943 -0.343 -0.151
H 2.746 -2.533 -1.928
H 1.239 -2.915 -0.983
H 2.183 -0.036 -1.660
H 0.452 -1.035 0.331
*
```

Output
Kohn-Sham gap, eV: 9.96
SMILES: C=CO.N

=====

Which of them is least stable? Easy: *b*.

=====

*a*
A structure of composition C2H6N5. Source: the OMol25 dataset; level of theory: wB97M-V/def2-TZVPD.

Structure (ORCA input):
```
! wB97M-V def2-TZVPD RIJCOSX def2/J DEFGRID3
* xyz 1 1
C -1.177 0.655 0.085
C 0.738 -0.935 0.315
N -1.772 0.063 1.071
N -1.426 -1.008 1.572
N -0.050 -0.589 -0.954
N -0.260 -1.479 1.271
N -1.240 1.857 -0.382
H 1.163 -1.851 -0.040
H 1.586 -0.425 0.762
H 0.518 -0.128 -1.681
H -0.138 -2.401 1.590
H -1.573 2.568 0.227
H -0.827 2.096 -1.282
*
```

Output
Kohn-Sham gap, eV: 8.99

=====

*b*
The ion C2H6N5 with charge +1. Source: the OMol25 dataset; level of theory: wB97M-V/def2-TZVPD.

Structure (ORCA input):
```
! wB97M-V def2-TZVPD RIJCOSX def2/J DEFGRID3
* xyz 1 1
C -1.423 -0.284 0.018
C 0.986 1.222 -0.221
N -1.334 1.090 0.016
N -0.284 1.738 -0.097
N -2.506 -0.881 -0.056
N -0.020 -1.013 -0.169
N 1.059 -0.274 0.383
H 1.300 1.265 -1.294
H 1.576 1.808 0.318
H -2.158 -1.843 -0.241
H 0.067 -2.024 -0.179
H 1.920 -0.723 0.160
H 0.816 -0.080 1.362
*
```

Output
Kohn-Sham gap, eV: 9.10
SMILES: [H]/N=C1/N=NC[NH2+]N1

=====

Which of them is least stable? Easy: *b*.

=====

*a*
A cluster of 2 separate species, C2H8NO4 in total. Source: the OMol25 dataset; level of theory: wB97M-V/def2-TZVPD.

Structure (ORCA input):
```
! wB97M-V def2-TZVPD RIJCOSX def2/J DEFGRID3
* xyz 1 1
C 2.105 0.309 0.850
C -1.866 -0.070 0.064
N 1.204 -0.834 0.560
O -3.077 0.163 -0.158
O -1.224 -0.297 1.038
O -1.639 0.812 -2.150
O -0.993 0.183 -1.102
H 2.946 0.284 0.340
H 1.685 1.291 0.863
H 2.460 0.213 1.982
H 0.250 -0.552 1.064
H 1.049 -0.990 -0.423
H -3.317 0.718 -0.931
H 1.750 -1.573 1.030
H -1.333 0.341 -3.027
*
```

Output
Kohn-Sham gap, eV: 11.86

=====

*b*
A cluster of 2 separate species, C2H8NO4 in total. Source: the OMol25 dataset; level of theory: wB97M-V/def2-TZVPD.

Structure (ORCA input):
```
! wB97M-V def2-TZVPD RIJCOSX def2/J DEFGRID3
* xyz 1 1
C -2.094 -0.511 0.425
C 2.761 -0.337 0.196
N -1.213 0.524 -0.168
O 3.213 -1.509 -0.127
O 1.587 -0.048 0.210
O 4.988 0.219 0.401
O 3.635 0.632 0.508
H -3.138 -0.209 0.343
H -1.948 -1.455 -0.092
H -1.847 -0.656 1.476
H -0.204 0.235 -0.088
H -1.439 0.677 -1.154
H 4.188 -1.569 -0.102
H -1.305 1.418 0.330
H 5.475 1.055 0.501
*
```

Output
Kohn-Sham gap, eV: 11.34

=====

Which of them is least stable? Easy: *a*.

=====

*a*
A cluster of 2 separate species, C10H13O2 in total. Source: the OMol25 dataset; level of theory: wB97M-V/def2-TZVPD.

Structure (ORCA input):
```
! wB97M-V def2-TZVPD RIJCOSX def2/J DEFGRID3
* xyz -1 1
C -0.328 2.720 1.127
C 1.195 2.776 0.923
C -1.034 3.003 -0.225
O -1.071 2.046 -1.029
O -1.449 4.172 -0.375
H -0.590 1.728 1.513
H -0.656 3.470 1.847
H 1.525 1.847 0.469
H 1.741 2.921 1.864
H 1.448 3.590 0.246
C 2.034 -2.020 -1.178
C -1.164 -2.736 0.747
C 0.143 -2.806 0.295
C -2.041 -1.789 0.231
C 0.608 -1.938 -0.699
C -1.578 -0.885 -0.716
C -0.274 -0.991 -1.200
H -1.447 -3.432 1.521
H 0.821 -3.543 0.709
H -3.038 -1.746 0.645
H -2.096 0.021 -1.004
H 2.341 -1.061 -1.588
H 2.180 -2.851 -1.866
H 0.020 -0.219 -1.898
H 2.711 -2.277 -0.360
*
```

Output
Kohn-Sham gap, eV: 7.34

=====

*b*
A cluster of 2 separate species, C10H13O2 in total. Source: the OMol25 dataset; level of theory: wB97M-V/def2-TZVPD.

Structure (ORCA input):
```
! wB97M-V def2-TZVPD RIJCOSX def2/J DEFGRID3
* xyz -1 1
C -0.917 2.760 2.238
C -0.258 1.377 2.462
C -0.329 3.145 0.736
O 0.578 3.961 0.632
O -0.971 2.462 -0.104
H -2.001 2.769 2.098
H -0.671 3.490 3.006
H 0.822 1.529 2.390
H -0.526 0.937 1.494
H -0.336 0.681 3.291
C 1.689 -0.378 0.104
C -0.231 -0.561 -1.522
C 0.772 -1.190 -0.785
C -1.121 -1.285 -2.280
C -0.989 -2.686 -2.403
C 0.901 -2.544 -0.914
C 0.007 -3.326 -1.717
H -0.288 0.520 -1.618
H -2.052 -0.869 -2.678
H 2.062 0.371 -0.619
H 2.453 -0.932 0.651
H -1.693 -3.145 -3.084
H 1.714 -3.064 -0.415
H 0.213 -4.383 -1.693
H 1.172 0.362 0.729
*
```

Output
Kohn-Sham gap, eV: 7.30

=====

*c*
A cluster of 2 separate species, C10H13O2 in total. Source: the OMol25 dataset; level of theory: wB97M-V/def2-TZVPD.

Structure (ORCA input):
```
! wB97M-V def2-TZVPD RIJCOSX def2/J DEFGRID3
* xyz -1 1
C -0.724 -2.681 1.460
C -1.813 0.723 0.242
C -2.411 1.313 1.391
C -1.274 -0.569 0.371
C -1.187 -1.224 1.612
C -2.208 0.732 2.649
C -1.649 -0.531 2.708
H -1.917 1.187 -0.710
H -2.997 2.191 1.298
H -0.905 -0.983 -0.544
H -2.602 1.123 3.528
H -1.619 -3.327 1.321
H -0.219 -3.117 2.370
H -1.674 -1.128 3.590
H -0.018 -2.835 0.633
C 1.747 0.728 -2.275
C 2.413 1.550 -1.202
C 2.765 0.260 -3.482
O 4.060 0.330 -3.271
O 2.160 -0.121 -4.430
H 1.351 -0.189 -1.777
H 0.927 1.198 -2.702
H 2.819 1.065 -0.313
H 1.648 2.216 -0.896
H 3.327 2.090 -1.574
*
```

Output
Kohn-Sham gap, eV: 6.56

=====

Which of them is least stable? Easy: *c*.

=====

*a*
A cluster of 2 separate species, C10H13O2 in total. Source: the OMol25 dataset; level of theory: wB97M-V/def2-TZVPD.

Structure (ORCA input):
```
! wB97M-V def2-TZVPD RIJCOSX def2/J DEFGRID3
* xyz -1 1
C -0.609 -0.366 -0.157
C -1.670 2.695 1.606
C -3.029 2.510 1.833
C -0.960 1.823 0.813
C -1.552 0.549 0.515
C -3.673 1.361 1.367
C -2.912 0.398 0.737
H -1.139 3.579 1.931
H -3.521 3.188 2.517
H 0.090 1.964 0.605
H -4.736 1.183 1.488
H 0.289 -0.572 0.410
H -0.443 -0.135 -1.212
H -3.399 -0.381 0.151
H -1.052 -1.364 -0.327
C 2.953 -2.087 -0.814
C 3.856 -0.972 -1.229
C 1.490 -2.132 -1.571
O 1.493 -1.454 -2.628
O 0.648 -2.795 -0.963
H 3.263 -3.118 -1.053
H 2.677 -2.053 0.229
H 4.470 -1.209 -2.108
H 4.241 -0.396 -0.394
H 3.226 -0.214 -1.745
*
```

Output
Kohn-Sham gap, eV: 7.07

=====

*b*
A cluster of 2 separate species, C10H13O2 in total. Source: the OMol25 dataset; level of theory: wB97M-V/def2-TZVPD.

Structure (ORCA input):
```
! wB97M-V def2-TZVPD RIJCOSX def2/J DEFGRID3
* xyz -1 1
C -1.477 -1.471 -0.205
C -0.389 -2.557 -0.499
C -3.013 -1.821 -0.853
O -3.569 -2.887 -0.432
O -3.191 -1.128 -1.905
H -1.741 -1.447 0.860
H -1.087 -0.660 -0.790
H -0.828 -3.549 -0.029
H 0.534 -2.529 0.065
H -0.253 -2.980 -1.628
C 0.917 2.566 -1.355
C 1.297 0.533 0.002
C 1.229 1.911 -0.070
C 1.962 -0.037 1.146
C 2.600 0.816 2.034
C 1.675 2.689 0.973
C 2.545 2.199 1.903
H 0.899 0.015 -0.757
H 1.986 -1.042 1.339
H 0.597 1.811 -1.974
H 1.833 3.034 -1.699
H 3.253 0.318 2.755
H 1.513 3.734 0.978
H 3.020 3.051 2.459
H 0.277 3.399 -1.345
*
```

Output
Kohn-Sham gap, eV: 6.69

=====

Which of them is least stable? Easy: *b*.